(1)
Formula: C17H22Cl2I2N2O2SiW
Source: the OMol25 dataset
Level of theory: ωB97M-V/def2-TZVPD

```
! RIJCOSX wB97M-V def2-TZVPD def2/J DEFGRID3
* xyz 2 3
W 0.12 -0.41 0.03
I 3.53 0.20 2.04
I 6.54 -1.66 -2.85
Cl -2.07 -1.92 -0.45
Cl 1.29 -2.37 -0.15
Si -1.11 -0.51 3.35
O 1.45 0.85 -0.32
O -0.47 -0.47 1.69
N -1.14 1.28 -0.59
N 0.07 -0.44 -2.26
C -2.21 2.48 -2.34
C -2.77 0.30 3.18
C 4.84 -0.83 -1.98
C 2.59 -0.02 -2.17
C 0.12 0.44 4.33
C -1.16 0.22 -2.77
C 2.64 0.33 -0.83
C 4.84 -0.54 -0.62
C 1.30 0.21 -2.90
C -1.43 2.28 0.26
C -1.18 -2.32 3.72
C 3.72 0.02 -0.03
C -2.13 3.40 -0.13
C -1.71 -3.47 -1.10
C -2.53 3.50 -1.46
C -1.52 1.38 -1.88
C 3.71 -0.60 -2.75
H -2.71 1.39 3.28
H -2.28 -3.74 -1.97
H -0.21 -2.79 3.60
H -0.19 0.47 5.38
H -3.25 0.06 2.22
H 0.22 1.47 3.99
H -1.90 -2.84 3.08
H -1.13 -4.13 -0.48
H -2.49 2.54 -3.39
H -2.34 4.18 0.58
H 1.07 1.28 -2.93
H 5.71 -0.78 -0.01
H 0.05 -1.42 -2.56
H 1.36 -0.16 -3.93
H 3.70 -0.88 -3.80
H -1.01 0.56 -3.80
H -3.43 -0.06 3.97
H -1.08 2.17 1.28
H -1.97 -0.50 -2.78
H -3.07 4.37 -1.81
H -1.50 -2.47 4.75
H 1.11 -0.03 4.30
*
```

Properties
Expectation value of S²: 2.010
Total energy in a.u.: -2792.897600
F_max in Eh/bohr: 0.0179
Energy relative to the best compared isomer or geometry (same formula, charge and spin) in kJ/mol: 103.60


(2)
Formula: H12O6
Source: the OMol25 dataset
Level of theory: ωB97M-V/def2-TZVPD

```
! RIJCOSX wB97M-V def2-TZVPD def2/J DEFGRID3
* xyz 0 1
O -5.62 1.84 -1.82
O -1.99 2.39 0.75
O 1.39 -0.39 2.26
O -5.15 3.71 -0.14
O 14.04 -7.75 0.30
O -2.90 0.80 -1.44
H -4.73 1.46 -2.05
H -3.08 1.64 -0.81
H -1.24 2.11 1.29
H -6.05 1.99 -2.70
H 14.62 -8.26 -0.26
H -2.49 3.33 0.83
H 13.58 -8.53 0.66
H 1.41 -0.63 3.23
H -1.96 0.80 -1.31
H -5.92 3.58 0.30
H -5.30 3.21 -1.00
H 1.39 -1.28 1.92
*
```

Properties
Total energy in a.u.: -458.582092
F_max in Eh/bohr: 0.0968
Energy relative to the best compared isomer or geometry (same formula, charge and spin) in kJ/mol: 237.30
Structure (SMILES): O.O.O.O.O.O


(3)
Formula: C4H12
Source: the OMol25 dataset
Level of theory: ωB97M-V/def2-TZVPD

```
! RIJCOSX wB97M-V def2-TZVPD def2/J DEFGRID3
* xyz -1 2
C 1.22 2.62 -0.77
C 1.27 1.54 0.29
C -1.73 -2.06 -0.42
C -0.85 -2.07 0.82
H -0.59 -1.11 1.27
H -2.77 -2.34 -0.25
H -1.39 -2.79 -1.16
H 0.75 2.38 -1.73
H -1.59 -1.04 -0.80
H 0.94 1.87 1.27
H 0.02 -2.74 0.87
H 0.66 3.49 -0.40
H 0.93 0.55 0.00
H -1.36 -2.52 1.71
H 2.33 1.26 0.48
H 2.17 2.98 -1.19
*
```

Properties
Expectation value of S²: 0.750
Total energy in a.u.: -159.501369
F_max in Eh/bohr: 0.0555
Energy relative to the best compared isomer or geometry (same formula, charge and spin) in kJ/mol: 75.56


(4)
Formula: C3H3ClFNO2
Source: the OMol25 dataset
Level of theory: ωB97M-V/def2-TZVPD

```
! RIJCOSX wB97M-V def2-TZVPD def2/J DEFGRID3
* xyz 0 1
Cl -2.70 -0.08 -1.08
F -1.90 -0.99 1.17
O 0.32 -0.19 -0.03
O -0.33 1.97 0.19
N 1.67 0.28 -0.25
C 2.44 -0.68 -0.52
C -1.97 0.20 0.50
C -0.58 0.81 0.19
H -2.58 0.88 1.12
H 3.46 -0.47 -0.83
H 2.17 -1.73 -0.47
*
```

Properties
Total energy in a.u.: -881.338803
F_max in Eh/bohr: 0.0227
Energy relative to the best compared isomer or geometry (same formula, charge and spin) in kJ/mol: 221.11
Structure (SMILES): C=NOC(=O)[C@H](F)Cl


(5)
Formula: C12H17ClFeN7O5
Source: the OMol25 dataset
Level of theory: ωB97M-V/def2-TZVPD

```
! RIJCOSX wB97M-V def2-TZVPD def2/J DEFGRID3
* xyz 0 2
Fe 0.11 -1.07 0.33
Cl -1.85 0.73 -3.34
O 0.07 0.50 4.04
O -0.88 -3.79 0.81
O -0.50 -0.32 2.04
O 4.01 -1.05 1.69
O -2.92 -3.74 1.46
N -2.81 0.21 0.73
N -1.93 -3.20 0.99
N -3.91 -1.45 1.84
N 1.56 -2.65 -0.21
N -1.69 0.70 0.07
N -1.95 -1.88 0.58
N 1.83 -0.49 1.15
C -0.64 1.84 -2.75
C 0.21 4.08 -2.69
C 1.70 0.39 2.31
C 0.43 1.37 -1.97
C 1.35 2.33 -1.51
C -2.89 -1.09 1.08
C 0.35 0.18 2.90
C 2.98 -1.15 1.02
C 1.25 3.66 -1.86
C 2.92 -2.10 -0.14
C -0.74 3.17 -3.13
C 0.67 -0.01 -1.68
H 3.70 -2.85 -0.04
H 0.11 -0.77 -2.22
H 1.98 4.37 -1.51
H -1.98 1.10 -0.81
H -1.55 3.48 -3.77
H 1.67 -0.28 -1.37
H 1.73 1.44 2.01
H -3.97 -2.43 2.10
H 1.44 -3.21 -1.04
H 2.15 2.00 -0.86
H -4.46 -0.77 2.33
H 0.14 5.11 -3.00
H 3.10 -1.53 -1.05
H -3.44 0.85 1.18
H 2.48 0.22 3.05
H 1.36 -3.25 0.59
H -1.19 1.35 0.66
*
```

Properties
Expectation value of S²: 1.208
Total energy in a.u.: -2950.725543
F_max in Eh/bohr: 0.0583
Energy relative to the best compared isomer or geometry (same formula, charge and spin) in kJ/mol: 37.07


(6)
Formula: C18H28BF4N6ORuS2Si
Source: the OMol25 dataset
Level of theory: ωB97M-V/def2-TZVPD

```
! RIJCOSX wB97M-V def2-TZVPD def2/J DEFGRID3
* xyz 0 2
Ru -0.65 0.00 0.00
S -1.35 2.22 -1.00
S -0.31 -1.23 2.44
Si -3.34 4.86 0.02
F -2.86 -1.14 -0.42
F -4.83 -0.39 0.51
F -2.80 0.16 1.39
F -3.58 -1.98 1.56
O 0.40 0.03 -2.27
N 2.44 0.80 -5.26
N -1.69 -0.28 -3.09
N -0.18 -2.40 -0.51
N 1.77 -0.62 0.33
N -1.63 -0.15 -6.49
N -0.63 1.99 1.45
C -1.24 3.36 3.29
C -0.75 -3.28 0.49
C 1.47 -0.89 2.76
C -2.12 3.86 1.09
C -2.00 4.15 2.44
C -0.31 -3.00 1.93
C -0.38 0.00 -3.25
C 2.21 -1.98 0.03
C -0.85 0.01 -5.65
C 1.20 -2.64 -0.92
C -4.99 4.84 0.99
C 2.17 -0.13 1.63
C 1.36 0.52 -4.95
C -1.39 2.75 0.65
C -3.65 4.21 -1.73
C -2.64 6.64 -0.03
C 0.06 0.18 -4.61
C -0.58 2.27 2.74
B -3.60 -0.85 0.80
H 1.42 -3.72 -1.00
H -2.49 7.03 0.96
H 0.00 1.60 3.36
H -1.83 -3.16 0.45
H -4.43 4.78 -2.22
H 1.34 -2.19 -1.91
H 3.20 -1.99 -0.45
H -0.50 -4.33 0.29
H 0.67 -3.41 2.15
H 1.95 -1.85 2.97
H 2.28 -2.55 0.96
H 3.26 -0.22 1.79
H -2.07 -0.28 -2.15
H -2.76 4.26 -2.35
H -2.52 5.01 2.85
H -2.33 -0.19 -3.86
H -3.97 3.17 -1.71
H -4.88 5.27 1.98
H -5.75 5.42 0.47
H -3.33 7.31 -0.54
H -1.04 -3.46 2.59
H -1.16 3.57 4.34
H 1.89 0.93 1.68
H -0.77 -2.45 -1.34
H 2.06 0.01 -0.42
H 1.50 -0.30 3.67
H -5.36 3.83 1.10
H -1.69 6.68 -0.56
*
```

Properties
Expectation value of S²: 0.881
Total energy in a.u.: -2711.731390
F_max in Eh/bohr: 0.0530
Energy relative to the best compared isomer or geometry (same formula, charge and spin) in kJ/mol: 441.03


(7)
Formula: C28H29N6ORuS6SbSi
Source: the OMol25 dataset
Level of theory: ωB97M-V/def2-TZVPD

```
! RIJCOSX wB97M-V def2-TZVPD def2/J DEFGRID3
* xyz -1 2
Sb -0.55 -4.14 3.03
Ru 0.71 -1.42 1.40
S -0.62 -1.68 3.18
S -2.61 -5.02 2.84
S 1.15 1.06 2.03
S 0.58 -3.74 0.95
S 8.13 -2.52 0.17
S 0.89 -4.86 4.65
Si -2.89 -1.15 -2.02
O 0.90 1.79 -2.69
N 2.23 -1.29 -0.14
N 0.79 1.87 -0.44
N 2.58 -1.86 2.45
N 7.28 -2.64 1.54
N -1.15 1.76 0.85
N 6.96 -2.05 -0.84
C -1.60 -0.93 -0.76
C -1.95 1.33 1.99
C 4.30 -1.31 -1.99
C 2.68 -2.20 3.73
C -3.27 2.08 2.01
C 6.03 -2.33 1.24
C -4.18 0.20 -1.85
C 0.16 1.60 0.77
C -1.74 2.90 -2.92
C 3.67 -1.93 1.66
C -0.88 3.09 -1.84
C 5.02 -2.67 3.51
C -3.11 3.57 2.33
C -2.12 5.04 -1.18
C 3.02 -1.00 -2.37
C 0.30 2.19 -1.71
C 4.54 -1.62 -0.65
C 5.85 -1.99 -0.14
C -3.71 -2.81 -1.80
C 2.00 -1.02 -1.42
C -2.80 3.77 -3.11
C 3.89 -2.62 4.29
C -0.72 -1.10 0.08
C -2.09 -1.06 -3.72
C 3.48 -1.60 0.25
C 4.91 -2.31 2.16
C -2.99 4.84 -2.24
C -1.07 4.16 -0.98
H -3.91 1.61 2.76
H -4.96 0.11 -2.61
H -3.82 5.51 -2.39
H 3.90 -2.91 5.33
H -4.50 -2.98 -2.55
H 5.97 -2.98 3.90
H -4.07 4.08 2.32
H 0.97 -0.81 -1.68
H -2.66 3.70 3.32
H -2.11 0.25 1.91
H -3.77 1.96 1.05
H -2.26 5.88 -0.51
H -4.15 -2.89 -0.81
H -1.56 2.08 -3.59
H -1.45 -1.93 -3.87
H -3.75 1.20 -1.93
H 1.72 1.49 -0.47
H -2.46 4.05 1.60
H -2.98 -3.61 -1.89
H -2.84 -1.06 -4.52
H -3.49 3.61 -3.93
H 2.77 -0.75 -3.39
H -0.39 4.31 -0.15
H -4.66 0.12 -0.87
H -1.37 1.50 2.89
H -1.65 1.75 -0.03
H 1.78 -2.15 4.31
H -1.46 -0.17 -3.82
H 5.13 -1.32 -2.69
*
```

Properties
Expectation value of S²: 0.759
Total energy in a.u.: -4502.185922
F_max in Eh/bohr: 0.0036
Energy relative to the best compared isomer or geometry (same formula, charge and spin) in kJ/mol: 6.10


(8)
Formula: C28H45As3BF4N4O3ReS2Si
Source: the OMol25 dataset
Level of theory: ωB97M-V/def2-TZVPD

```
! RIJCOSX wB97M-V def2-TZVPD def2/J DEFGRID3
* xyz 1 4
Re 0.17 0.17 -0.33
As 1.94 0.40 -2.18
As -0.06 -3.11 -6.83
As -1.11 -1.51 -1.81
S 3.32 2.89 7.80
S -1.49 1.77 -0.79
Si -4.45 2.92 0.82
F 2.03 -3.63 0.17
F 2.30 -2.60 2.21
F 0.21 -3.23 1.51
F 1.27 -1.33 0.40
O 3.47 1.54 7.29
O 4.42 3.40 8.56
O 1.99 3.22 8.28
N 3.62 5.19 6.32
N 2.95 3.25 5.17
N 1.25 1.46 0.98
N -1.39 0.06 1.10
C 0.65 -1.40 -4.25
C 3.13 5.30 3.98
C 1.42 -2.57 -3.64
C -2.19 1.08 0.69
C 2.32 1.74 3.09
C 2.35 3.13 2.92
C -3.60 0.72 2.52
C 3.53 5.87 5.19
C -3.33 1.47 1.37
C -3.41 4.47 0.83
C 2.85 3.95 4.05
C 1.86 3.65 1.72
C -2.78 -0.32 2.95
C -0.79 -1.32 -3.72
C 0.57 -1.52 -5.79
C -0.93 -3.39 -1.39
C 1.41 -0.08 -3.99
C -5.09 2.52 -0.89
C -3.03 -1.27 -1.71
C 3.53 -0.60 -1.72
C 1.79 0.95 2.12
C 2.59 2.20 -2.43
C -1.29 -4.09 -5.64
C -1.66 -0.64 2.21
C 3.33 3.89 6.28
C 1.49 -4.30 -6.60
C -5.84 3.02 2.05
C 1.31 2.80 0.80
B 1.51 -2.99 1.23
H -1.39 -2.10 -4.17
H -1.43 -3.57 -0.44
H -3.00 -0.88 3.85
H 4.18 -0.66 -2.60
H 0.86 3.18 -0.11
H -2.58 4.42 0.13
H 0.82 0.77 -4.36
H -6.44 2.11 2.08
H 1.85 4.71 1.53
H -3.50 -2.00 -2.36
H -5.48 3.23 3.06
H 1.33 -5.17 -7.23
H -5.77 3.31 -1.22
H -4.47 0.97 3.11
H -3.00 4.66 1.83
H -5.65 1.58 -0.89
H 4.04 -0.05 -0.92
H -4.02 5.33 0.56
H -6.51 3.84 1.77
H -0.90 -4.30 -4.65
H -3.35 -1.44 -0.68
H -4.29 2.45 -1.62
H -0.04 -0.69 -6.16
H 0.91 -3.51 -3.80
H 2.70 1.32 4.02
H -0.98 -1.43 2.47
H 3.04 2.55 -1.50
H 1.57 -1.37 -6.21
H 1.75 -0.13 2.23
H -1.42 -3.96 -2.18
H 3.28 -1.59 -1.36
H 3.35 2.18 -3.21
H 3.07 5.89 3.08
H 2.38 -3.79 -6.96
H -2.25 -3.58 -5.57
H 3.78 6.93 5.24
H 1.78 2.86 -2.72
H 1.64 -4.63 -5.57
H 2.35 -0.09 -4.55
H 0.11 -3.68 -1.30
H -1.24 -0.36 -4.00
H -3.29 -0.26 -2.02
H 1.56 -2.45 -2.56
H -1.48 -5.04 -6.14
H 2.42 -2.65 -4.08
*
```

Properties
Expectation value of S²: 3.776
Total energy in a.u.: -9834.460079
F_max in Eh/bohr: 0.0073
Energy relative to the best compared isomer or geometry (same formula, charge and spin) in kJ/mol: 0.00


(9)
Formula: C20H19F3N4O3S
Source: the OMol25 dataset
Level of theory: ωB97M-V/def2-TZVPD

```
! RIJCOSX wB97M-V def2-TZVPD def2/J DEFGRID3
* xyz 0 1
S -0.82 -1.72 -4.06
F 2.92 4.80 2.81
F 1.96 4.67 0.95
F 4.22 4.60 1.12
O 0.91 -3.63 -5.03
O 4.11 2.00 2.17
O -5.43 1.12 -2.92
N -5.04 2.83 -1.44
N -0.39 -4.07 -3.14
N 1.49 1.03 2.99
N -3.18 0.91 -0.09
C 1.27 -5.03 -4.97
C -3.19 -0.37 -2.10
C -1.60 -2.16 -2.60
C -2.15 -1.18 -1.62
C 0.23 -0.97 1.29
C -1.53 -0.79 -0.39
C -1.23 -3.41 -2.25
C -0.32 -1.32 0.05
C -3.67 0.68 -1.29
C 2.87 2.64 1.73
C 3.91 0.59 2.35
C 1.59 2.34 2.55
C -2.15 0.20 0.41
C -0.12 -3.32 -4.17
C 3.05 4.18 1.62
C -1.58 0.57 1.70
C -4.79 1.52 -1.96
C 2.75 0.35 3.39
C 0.21 0.45 3.41
C -0.41 0.04 2.12
H 0.07 -2.10 -0.60
H 3.05 0.66 4.35
H 3.49 0.19 1.35
H -2.19 1.27 2.27
H 4.88 0.16 2.64
H -4.72 3.06 -0.52
H 2.64 2.20 0.77
H 0.69 2.62 1.91
H -5.69 3.46 -1.90
H 1.99 -5.09 -5.82
H -1.48 -3.84 -1.29
H 0.20 -0.50 3.98
H 1.35 3.13 3.24
H 0.45 -5.80 -4.98
H 1.16 -1.53 1.55
H 2.60 -0.71 3.53
H -3.69 -0.50 -3.07
H 1.80 -5.38 -4.07
H -0.48 1.13 3.99
*
```

Properties
Total energy in a.u.: -1916.008266
F_max in Eh/bohr: 0.0681
Energy relative to the best compared isomer or geometry (same formula, charge and spin) in kJ/mol: 0.00
Structure (SMILES): COc1ncc(-c2cc(C(N)=O)nc3cc(CN4CCO[C@H](C(F)(F)F)C4)ccc23)s1


(10)
Formula: C4H14NO2S
Source: the OMol25 dataset
Level of theory: ωB97M-V/def2-TZVPD

```
! RIJCOSX wB97M-V def2-TZVPD def2/J DEFGRID3
* xyz -1 1
S 1.44 -2.68 0.11
O 1.00 -1.04 2.55
O -1.57 -0.61 1.38
N -0.70 0.32 -1.46
C -0.56 1.75 -1.07
C 0.72 -0.27 -1.18
C -0.57 2.13 0.44
C 0.71 -1.79 -1.29
H -1.08 -0.48 2.22
H -0.36 -2.18 -1.42
H 0.33 2.35 -1.57
H 1.04 -1.92 2.99
H 1.33 0.34 -1.97
H -1.13 3.01 0.53
H -0.85 -1.14 1.02
H 1.60 -1.47 1.75
H 0.43 2.23 0.84
H -1.08 1.30 0.89
H 1.28 -2.27 -2.14
H -1.57 0.00 -0.93
H 1.10 0.18 -0.22
H -1.49 2.24 -1.47
*
```

Properties
Total energy in a.u.: -764.205386
F_max in Eh/bohr: 0.0570
Energy relative to the best compared isomer or geometry (same formula, charge and spin) in kJ/mol: 178.28


(11)
Formula: C6H29NO9
Source: the OMol25 dataset
Level of theory: ωB97M-V/def2-TZVPD

```
! RIJCOSX wB97M-V def2-TZVPD def2/J DEFGRID3
* xyz 0 1
O 3.46 0.24 1.05
O 0.29 3.57 -1.55
O 2.14 -1.99 1.80
O -1.93 3.75 -0.11
O -0.47 -1.74 2.44
O -2.44 1.24 -0.90
O 1.44 -3.20 -0.42
O -2.43 -0.82 0.82
O -1.13 -3.10 0.21
N 1.22 0.87 -0.88
C -0.58 1.53 2.37
C -0.78 -1.36 -2.94
C 0.42 0.66 0.27
C 1.16 -0.21 -1.91
C 0.09 1.70 1.07
C -0.14 -0.23 -2.66
H -2.29 2.83 -0.30
H 1.91 -4.06 -0.35
H -0.22 -3.13 -0.10
H -0.25 2.35 3.09
H -1.89 -0.75 1.53
H -2.16 -1.59 0.37
H -2.59 0.54 -0.22
H -0.46 -2.31 -2.69
H 2.62 -1.19 1.59
H 0.33 2.70 0.77
H 0.25 -0.33 0.47
H -0.55 3.68 -1.00
H 2.81 0.66 0.36
H -0.66 -2.12 3.28
H -1.68 1.60 2.32
H 1.78 -2.65 0.39
H 1.25 -1.71 2.17
H 4.29 0.09 0.61
H 0.08 4.08 -2.32
H 2.01 0.00 -2.58
H 1.38 -1.20 -1.47
H -1.79 3.72 0.78
H -0.55 0.80 -2.93
H -1.51 1.15 -1.15
H 1.14 1.87 -1.26
H -0.68 -2.43 1.74
H -1.71 -1.41 -3.50
H -0.33 0.53 2.82
H -1.54 -3.91 -0.07
*
```

Properties
Total energy in a.u.: -977.897685
F_max in Eh/bohr: 0.0863
Energy relative to the best compared isomer or geometry (same formula, charge and spin) in kJ/mol: 273.23
Structure (SMILES): C=CCN/C=C/C.O.O.O.O.O.O.O.O.O


What is the F_max in the tenth record? 0.0570 Eh/bohr